Record 1
{
  "formula": "C3H9NS2",
  "method": "the ωB97M-V functional and the def2-TZVPD basis",
  "elements": ["S", "S", "N", "C", "C", "C", "H", "H", "H", "H", "H", "H", "H", "H", "H"],
  "coordinates": [[-1.45581, -0.51231, -1.44917], [-3.21116, -2.13831, -1.39959], [2.48188, 1.26686, 0.47486], [1.44824, 0.45826, -0.18383], [0.05365, 0.56646, 0.38910], [-0.85610, -0.73524, 0.11033], [-1.43738, -0.65213, 1.03151], [-0.20802, -1.61087, 0.27786], [2.23556, 2.23872, 0.40451], [-4.53153, -2.02499, -1.17657], [2.68359, 0.79582, 1.33871], [1.46855, 0.63220, -1.26648], [-0.53101, 1.44131, 0.05489], [0.06831, 0.84547, 1.45082], [1.79125, -0.57125, -0.05695]],
  "atomic_forces_ev_per_a": [[-3.205, -1.319, -0.330], [2.489, -0.289, -0.270], [-1.324, -1.175, -1.520], [1.156, -0.163, -0.246], [-0.564, 0.837, -0.409], [2.238, 1.012, 2.984], [-1.322, -0.620, -0.808], [-0.157, 0.008, -0.594], [0.430, 0.282, 0.919], [-0.202, 1.449, 0.000], [0.267, 1.048, 0.628], [-0.116, 0.135, 0.088], [0.394, -0.053, -0.565], [0.058, -1.001, 0.202], [-0.142, -0.152, -0.079]],
  "multiplicity": 2,
  "relative_energy_ev": 3.1896,
  "total_charge": 1,
  "homo_lumo_gap_ev": [5.9, 4.0],
  "s2": 0.759,
  "energy_ev": -26406.279,
  "e_lumo_ev": [-7.1, -8.9]
}



Record 2
{
  "formula": "C3H9O2",
  "method": "the ωB97M-V functional and the def2-TZVPD basis",
  "elements": ["O", "O", "C", "C", "C", "H", "H", "H", "H", "H", "H", "H", "H", "H"],
  "coordinates": [[-2.47513, 0.49767, -2.68623], [-0.88119, -0.70734, -1.25386], [-0.42442, -0.61267, 0.00068], [1.06995, -0.09070, 0.22792], [1.26296, 0.15861, 1.76517], [-1.72836, -0.00990, -2.08677], [1.25281, 0.72425, -0.48160], [-1.04350, 0.14498, 0.53773], [2.25269, -0.05350, 2.17630], [1.21596, 1.25552, 1.83949], [-0.31432, -1.51387, 0.62044], [1.83328, -0.86537, -0.00205], [-2.41833, 1.41976, -2.85698], [0.39760, -0.34744, 2.19976]],
  "atomic_forces_ev_per_a": [[-0.586, -1.696, -0.156], [0.925, -1.207, -0.229], [0.875, 1.647, -0.244], [0.508, -1.121, 0.070], [-0.186, 1.738, -1.885], [-0.388, 1.190, 0.143], [0.084, 0.305, 0.541], [0.092, -0.236, 0.622], [-0.260, -0.696, -0.036], [-0.571, -0.197, 0.688], [-0.933, -0.777, 0.034], [-0.685, 0.044, -0.498], [0.697, 0.846, 0.214], [0.426, 0.160, 0.735]],
  "relative_energy_ev": 0.7047,
  "total_charge": -1,
  "homo_lumo_gap_ev": 7.5,
  "energy_ev": -7351.424,
  "e_lumo_ev": 4.2
}



Record 3
{
  "formula": "C3H9O2P",
  "method": "the ωB97M-V functional and the def2-TZVPD basis",
  "elements": ["P", "O", "O", "C", "C", "C", "H", "H", "H", "H", "H", "H", "H", "H", "H"],
  "coordinates": [[1.36883, -0.03367, -1.78107], [0.20817, -1.61912, 0.13807], [0.81267, 1.36338, 0.26500], [-0.09447, -0.54462, -0.71347], [-0.43072, 0.71067, 0.10115], [-1.10164, 0.40234, 1.43249], [1.49303, -1.30900, -2.36016], [0.56588, -2.34047, -0.39326], [-0.94994, -0.80247, -1.36072], [0.69333, 2.19087, 0.74182], [-1.09380, 1.33974, -0.51453], [-1.31736, 1.32484, 1.96836], [2.31998, -0.32936, -0.81592], [-2.03010, -0.13344, 1.26039], [-0.44386, -0.21971, 2.03187]],
  "atomic_forces_ev_per_a": [[-0.464, -0.068, -0.590], [-0.021, -0.455, 0.374], [0.213, 0.549, 0.625], [0.053, 0.512, -0.534], [-0.443, -0.367, -0.024], [0.247, 0.062, -0.279], [0.000, -0.345, -0.275], [-0.023, 0.153, 0.077], [0.187, 0.132, 0.090], [-0.014, -0.017, -0.004], [0.113, -0.139, 0.042], [-0.064, 0.074, 0.051], [0.377, 0.004, 0.323], [-0.164, -0.060, 0.045], [0.003, -0.035, 0.078]],
  "relative_energy_ev": 1.3432,
  "smiles": "C[C@@H](O)[C@H](O)P",
  "total_charge": 0,
  "homo_lumo_gap_ev": 9.8,
  "energy_ev": -16639.677,
  "e_lumo_ev": 0.8
}



Record 4
{
  "formula": "C3H9O2P",
  "method": "the ωB97M-V functional and the def2-TZVPD basis",
  "elements": ["P", "O", "O", "C", "C", "C", "H", "H", "H", "H", "H", "H", "H", "H", "H"],
  "coordinates": [[-1.80850, 1.19032, 0.15058], [-0.81307, -0.89216, 1.55631], [-1.89225, -1.07585, -0.75972], [-0.65801, -0.22594, 0.46437], [1.66259, 0.56647, 0.00974], [0.57585, -0.37863, -0.38286], [-0.99167, 1.35779, -1.09261], [-2.21234, -1.90335, -0.56025], [0.37272, -0.15720, -1.42922], [-0.26197, -1.62249, 1.44208], [-0.92522, 2.25533, 0.50179], [0.93645, -1.40117, -0.21122], [1.82007, 0.56387, 1.10076], [1.64051, 1.58405, -0.29290], [2.55486, 0.13898, -0.49683]],
  "atomic_forces_ev_per_a": [[1.567, 0.590, -1.627], [-0.578, 1.163, 1.809], [2.486, 4.149, -0.396], [-2.900, 0.133, -4.060], [2.132, -0.992, 0.936], [-0.538, 0.131, 0.492], [-1.646, -0.146, 0.647], [-0.963, -3.018, 1.344], [-0.459, -0.748, 0.134], [1.495, -2.516, 0.461], [0.057, 0.022, 0.892], [-0.016, -0.016, -0.465], [0.220, -0.052, -0.328], [-0.749, 0.853, -0.461], [-0.107, 0.447, 0.622]],
  "relative_energy_ev": 3.4725,
  "total_charge": 0,
  "homo_lumo_gap_ev": 9.8,
  "energy_ev": -16637.547,
  "e_lumo_ev": 0.5
}



Record 5
{
  "formula": "C3H9O2PS",
  "method": "the ωB97M-V functional and the def2-TZVPD basis",
  "elements": ["S", "P", "O", "O", "C", "C", "C", "H", "H", "H", "H", "H", "H", "H", "H", "H"],
  "coordinates": [[2.27564, -1.43461, -0.24830], [1.64564, 0.39303, -0.15512], [-2.24498, -1.15003, -0.13023], [0.74278, 0.72311, 1.13946], [-1.82768, -0.45196, -1.27634], [2.09367, 1.86052, -0.80391], [0.16005, -0.25309, 1.98492], [-0.73194, -0.33592, -1.30856], [0.24811, 0.12087, 3.00529], [-0.89200, -0.37547, 1.72110], [-1.88585, -2.04476, -0.16028], [1.52710, 2.72596, -0.52141], [-2.28473, 0.53418, -1.22243], [0.67829, -1.21293, 1.89448], [-2.15286, -0.94730, -2.19659], [2.64875, 1.84838, -1.72206]],
  "atomic_forces_ev_per_a": [[-0.232, 0.804, -0.430], [0.438, 0.751, 1.069], [-0.082, -0.441, 0.393], [0.467, 0.354, -1.102], [0.270, 0.174, -0.295], [-0.579, -1.774, 0.107], [-0.285, -0.492, 0.399], [-0.248, -0.003, -0.080], [0.025, -0.042, -0.077], [0.126, -0.001, 0.015], [-0.053, 0.145, -0.011], [-0.072, 0.228, 0.173], [0.051, 0.016, -0.079], [-0.083, 0.168, 0.049], [0.028, 0.076, 0.001], [0.228, 0.036, -0.133]],
  "relative_energy_ev": 1.9948,
  "smiles": "C=P(=S)OC.CO",
  "total_charge": 0,
  "homo_lumo_gap_ev": 8.9,
  "energy_ev": -27474.935,
  "e_lumo_ev": 0.1
}



Record 6
{
  "formula": "C3H9O2PS",
  "method": "the ωB97M-V functional and the def2-TZVPD basis",
  "elements": ["S", "P", "O", "O", "C", "C", "C", "H", "H", "H", "H", "H", "H", "H", "H", "H"],
  "coordinates": [[1.17271, -1.47410, 0.76719], [-0.37466, -0.35326, -0.23457], [2.56126, -1.43212, -0.24616], [-0.37842, 0.84206, 2.53735], [-0.33806, -1.24395, -1.90764], [-1.48089, 0.75937, 2.97588], [0.30133, 1.30358, -0.80536], [0.17407, -0.61745, -2.66969], [-1.71210, 1.02379, 4.11830], [-2.45500, 0.27047, 2.44640], [0.22777, -2.16345, -1.74030], [-0.64556, 1.68815, -1.35617], [0.43752, 2.00501, 0.11091], [1.07833, 1.36488, -1.43574], [-1.38398, -1.42326, -2.18810], [2.81569, -0.54971, -0.37229]],
  "atomic_forces_ev_per_a": [[0.407, 0.972, -0.740], [0.955, -0.490, -0.715], [-1.443, -2.279, 0.450], [-0.274, 0.237, -0.320], [0.135, 0.808, 0.413], [-2.278, -1.000, 1.960], [-4.708, 1.159, 3.601], [-0.384, -0.508, 0.416], [0.411, -0.186, -1.989], [2.151, 1.084, 0.473], [-0.303, 0.027, -0.325], [1.541, -0.380, 0.745], [-0.160, -1.230, -1.570], [2.967, -0.150, -2.228], [0.415, -0.157, -0.146], [0.567, 2.093, -0.025]],
  "relative_energy_ev": 3.1222,
  "smiles": "CP(C)SO.C=O",
  "total_charge": 0,
  "homo_lumo_gap_ev": 9.2,
  "energy_ev": -27473.807,
  "e_lumo_ev": 0.5
}



Record 7
{
  "formula": "C3H9O2S",
  "method": "the ωB97M-V functional and the def2-TZVPD basis",
  "elements": ["S", "O", "O", "C", "C", "C", "H", "H", "H", "H", "H", "H", "H", "H", "H"],
  "coordinates": [[-0.26360, -0.08071, 0.33650], [0.11809, -0.38791, 1.65494], [0.81096, 0.29610, -0.63571], [-1.20213, -1.48512, -0.40384], [2.71564, -0.47605, 0.11516], [-1.34207, 1.32429, 0.29293], [-1.95708, 1.37748, -0.66268], [3.02722, -1.20872, -0.56335], [2.93148, 0.54580, 0.03657], [-2.25657, -1.62698, 0.01919], [-1.37650, -0.95245, -1.26896], [-1.80951, 1.40675, 1.26866], [-0.62129, -2.35887, -0.64228], [2.23882, -0.73117, 0.99697], [-0.66908, 2.21889, 0.36629]],
  "atomic_forces_ev_per_a": [[-1.672, -0.862, -1.493], [0.964, -0.151, 1.888], [1.646, -1.248, 0.575], [-1.065, 1.429, 1.575], [-2.306, 1.424, -0.925], [0.486, 1.220, -0.687], [0.611, -0.126, 1.544], [0.404, -0.822, -1.099], [1.007, 1.120, -0.291], [1.890, -0.015, 0.086], [-0.620, 0.554, -2.698], [-0.895, -0.601, -0.194], [0.296, -0.257, 0.469], [-0.527, -0.843, 1.873], [-0.217, -0.822, -0.624]],
  "relative_energy_ev": 2.7750,
  "total_charge": 1,
  "homo_lumo_gap_ev": 9.1,
  "energy_ev": -18176.274,
  "e_lumo_ev": -6.6
}



Record 8
{
  "formula": "C3H9O3",
  "method": "the ωB97M-V functional and the def2-TZVPD basis",
  "elements": ["O", "O", "O", "C", "C", "C", "H", "H", "H", "H", "H", "H", "H", "H", "H"],
  "coordinates": [[-2.96661, 0.68972, 0.01301], [1.34931, -0.27143, 0.91949], [3.57250, 0.46758, 0.14774], [-1.52521, 0.65444, 0.07659], [-0.91186, -0.69089, -0.19784], [0.64960, -0.64457, -0.20638], [-1.21559, -1.36347, 0.57879], [-1.21939, -1.09616, -1.13708], [0.82398, 0.07840, -1.05504], [3.37509, 1.27144, -0.40324], [2.72498, 0.03070, 0.43298], [1.00214, -1.66835, -0.47686], [-3.25993, 0.09621, 0.87106], [-1.26092, 1.07580, 1.10187], [-1.13810, 1.37056, -0.66511]],
  "atomic_forces_ev_per_a": [[-1.128, -2.429, 3.101], [-1.474, -0.179, -0.290], [1.935, 1.659, -1.493], [0.363, 1.124, 1.007], [1.049, 0.481, 1.281], [0.597, 0.255, 0.389], [-0.332, -0.693, 0.637], [-0.425, -0.140, -0.838], [0.360, -0.460, -0.095], [-0.061, -1.514, 1.059], [-1.407, 0.235, 0.445], [-0.351, 0.205, -0.658], [0.984, 2.246, -3.400], [0.240, -0.740, -1.268], [-0.350, -0.051, 0.123]],
  "relative_energy_ev": 0.8070,
  "total_charge": -1,
  "homo_lumo_gap_ev": 6.8,
  "energy_ev": -9398.920,
  "e_lumo_ev": 3.6
}



Record 9
{
  "formula": "C3H9O3",
  "method": "the ωB97M-V functional and the def2-TZVPD basis",
  "elements": ["O", "O", "O", "C", "C", "C", "H", "H", "H", "H", "H", "H", "H", "H", "H"],
  "coordinates": [[0.72826, -0.92767, -0.89165], [0.43697, 1.33468, -0.28490], [-0.50708, 0.89763, 2.52236], [0.30770, 0.06486, 0.25713], [-0.74254, 1.87052, -0.84545], [0.57928, -2.27931, -0.56997], [-1.29573, 1.10217, -1.40728], [0.97781, -2.50694, 0.43842], [-1.39879, 2.27328, -0.05653], [-0.44617, 2.67758, -1.52508], [0.30256, 1.24023, 2.91058], [-0.48379, -2.58902, -0.58326], [1.16363, -0.04928, 0.94708], [-0.75399, -0.22420, 0.39358], [1.13186, -2.88453, -1.30504]],
  "atomic_forces_ev_per_a": [[-0.040, 0.865, 0.085], [-0.040, -0.520, -0.081], [-0.271, -0.031, 0.063], [0.788, -0.606, -1.994], [-0.211, -0.113, 0.190], [-0.155, 0.305, 0.425], [0.125, 0.184, -0.014], [-0.082, -0.029, -0.223], [0.235, -0.149, -0.090], [-0.060, -0.162, 0.085], [0.087, 0.131, 0.129], [0.191, -0.047, 0.034], [-1.431, -0.216, 0.239], [1.013, 0.215, 1.009], [-0.148, 0.173, 0.144]],
  "relative_energy_ev": 2.5007,
  "total_charge": -1,
  "homo_lumo_gap_ev": 6.3,
  "energy_ev": -9397.226,
  "e_lumo_ev": 3.9
}



Record 10
{
  "formula": "C3H9O5P",
  "method": "the ωB97M-V functional and the def2-TZVPD basis",
  "elements": ["P", "O", "O", "O", "O", "O", "C", "C", "C", "H", "H", "H", "H", "H", "H", "H", "H", "H"],
  "coordinates": [[0.93345, -1.77735, 0.09237], [0.98825, -3.47144, 0.49326], [-1.24691, -0.89770, 0.69573], [1.97671, -1.36420, -1.02250], [1.26415, -0.78164, 1.50202], [-0.74868, -1.44814, -0.37547], [-0.57762, 1.59018, 0.19930], [0.11936, 1.51591, -1.28646], [-1.76366, 0.45619, 0.44293], [0.15300, 2.54472, -1.85883], [-0.34637, 0.65803, -1.97103], [1.96606, -3.72662, 0.53081], [-2.30979, 0.79213, 1.45014], [-1.11889, 2.64459, 0.25931], [-2.61422, 0.49584, -0.39204], [0.20144, 1.57945, 1.09158], [1.86581, -0.01124, 1.27240], [1.25793, 1.20128, -1.12353]],
  "atomic_forces_ev_per_a": [[3.636, 1.614, -2.421], [0.923, 3.542, -0.285], [-4.188, 3.636, 4.574], [-3.796, -1.831, 3.790], [-0.422, -1.691, -2.434], [5.539, -2.870, -2.766], [-0.940, 0.634, -0.464], [1.343, -0.754, 0.097], [-0.220, 2.086, 0.615], [-0.352, -2.090, 1.261], [0.905, 2.087, 1.544], [-1.714, 0.664, -0.161], [1.303, -1.233, -2.074], [0.951, -2.250, 0.043], [2.142, -0.380, 1.496], [-1.703, -0.165, -1.970], [-0.951, -1.602, -0.276], [-2.456, 0.604, -0.570]],
  "relative_energy_ev": 7.0288,
  "smiles": "CCCOOP(=O)(O)O",
  "total_charge": 0,
  "homo_lumo_gap_ev": 9.9,
  "energy_ev": -22779.793,
  "e_lumo_ev": 0.0
}